[1]
{
  "formula": "C46H43BBr3N4O4PS3SiTm",
  "method": "ωB97M-V with the def2-TZVPD basis set",
  "homo_lumo_gap_ev": [6.6100, 6.6147],
  "largest_force_ev_per_a": 2.058,
  "charge": -1,
  "lumo_ev": [1.75, 1.75],
  "spin_multiplicity": 3,
  "species": ["Tm", "Br", "C", "C", "C", "N", "C", "C", "C", "C", "C", "Br", "C", "C", "N", "H", "H", "H", "H", "H", "H", "C", "Si", "C", "C", "C", "C", "C", "C", "N", "C", "S", "H", "H", "H", "H", "H", "H", "H", "H", "H", "H", "H", "H", "C", "C", "C", "C", "C", "C", "C", "C", "O", "B", "O", "C", "C", "H", "H", "H", "H", "H", "H", "H", "H", "H", "H", "H", "H", "Br", "C", "C", "N", "C", "C", "C", "C", "O", "O", "H", "H", "H", "S", "P", "S", "C", "C", "C", "C", "C", "C", "C", "C", "C", "C", "C", "C", "H", "H", "H", "H", "H", "H", "H", "H", "H", "H"],
  "xyz": [[0.788931, 0.489498, -0.120569], [-4.370655, 4.596188, 2.468274], [-2.874461, 3.771103, 1.637504], [-2.995577, 3.213841, 0.387141], [-1.864108, 2.597626, -0.156411], [-0.673885, 2.602447, 0.452476], [-0.563610, 3.191892, 1.648160], [-1.652374, 3.776274, 2.294864], [0.792198, 3.219981, 2.227557], [1.128990, 4.092484, 3.264607], [2.425469, 4.072664, 3.737985], [2.921771, 5.207535, 5.175198], [3.363684, 3.232154, 3.168807], [2.934739, 2.413253, 2.135993], [1.688202, 2.387976, 1.684980], [-3.933181, 3.219528, -0.143150], [-1.889162, 2.235017, -1.174235], [-1.572488, 4.200797, 3.280977], [0.414104, 4.786027, 3.675397], [4.388424, 3.224233, 3.506933], [3.633685, 1.755805, 1.637829], [-5.836114, -1.610469, -2.557101], [-4.557560, -2.287265, -1.301701], [-5.136776, -1.893405, 0.462716], [-4.511909, -4.194140, -1.466214], [-2.886669, -1.693601, -1.964878], [-2.475233, -2.146919, -3.204657], [-1.266958, -1.731154, -3.753548], [-0.467859, -0.896168, -3.001920], [-0.818054, -0.452461, -1.795187], [-2.025564, -0.801923, -1.293839], [-2.445532, -0.037289, 0.180423], [-6.840551, -1.969478, -2.358157], [-5.575308, -1.909360, -3.567637], [-5.862405, -0.525845, -2.535015], [-6.106896, -2.346353, 0.656115], [-5.214626, -0.824505, 0.620978], [-4.431897, -2.270004, 1.195907], [-5.465886, -4.645998, -1.214777], [-3.762735, -4.620384, -0.807031], [-4.265305, -4.497373, -2.477991], [-3.105757, -2.823565, -3.765911], [-0.958936, -2.056570, -4.735376], [0.488715, -0.543678, -3.377559], [-3.414801, -5.494277, 4.287879], [-1.969484, -5.578713, 4.799958], [-2.011894, -5.822295, 6.312976], [-1.252299, -6.771853, 4.149336], [-1.263833, -4.276084, 4.435280], [-0.918929, -3.332808, 5.400500], [-0.309397, -2.124422, 5.089415], [-0.054916, -1.865758, 3.761405], [0.491406, -0.780203, 3.172756], [0.517131, -0.996023, 1.765478], [-0.031872, -2.296429, 1.571287], [-0.387235, -2.801901, 2.774022], [-0.994821, -3.999423, 3.092525], [-3.948882, -6.419371, 4.496837], [-3.436982, -5.316134, 3.215957], [-3.933740, -4.675366, 4.782906], [-2.470203, -6.788777, 6.513409], [-2.610624, -5.064306, 6.811633], [-1.010058, -5.825869, 6.736605], [-1.716657, -7.704975, 4.464926], [-0.203902, -6.792494, 4.443384], [-1.303686, -6.726828, 3.065063], [-1.132943, -3.516382, 6.441083], [-0.062856, -1.402985, 5.854450], [-1.269200, -4.684622, 2.306249], [7.301690, -3.160657, -3.149508], [6.231253, -2.725418, -1.640545], [6.548934, -3.249956, -0.397818], [5.850793, -2.950037, 0.680417], [4.816646, -2.136012, 0.567900], [4.399452, -1.587749, -0.645018], [5.135740, -1.890471, -1.781482], [3.168533, -0.710613, -0.701783], [2.176128, -1.114057, -1.339987], [3.188179, 0.358116, -0.052766], [7.382333, -3.927674, -0.264879], [4.284543, -1.924104, 1.484957], [4.854804, -1.487459, -2.742593], [2.866775, 4.312017, -0.650918], [1.936136, 3.789901, -2.300107], [0.818083, 2.126036, -2.380503], [0.888371, 5.165591, -2.922571], [-0.198036, 4.902590, -3.745199], [-0.937282, 5.948904, -4.269973], [-0.592087, 7.257764, -3.973538], [0.487769, 7.521129, -3.146944], [1.225452, 6.476399, -2.616824], [3.105341, 3.576609, -3.703518], [3.882997, 2.424619, -3.685960], [4.717774, 2.133193, -4.747642], [4.779036, 2.994130, -5.832723], [4.020144, 4.152611, -5.843378], [3.186917, 4.449399, -4.777917], [-0.450919, 3.875107, -3.962986], [-1.779857, 5.745979, -4.918214], [-1.167013, 8.077063, -4.385740], [0.758209, 8.544157, -2.921945], [2.065167, 6.666756, -1.962862], [3.806321, 1.757985, -2.834594], [5.310228, 1.227221, -4.745408], [5.413046, 2.756526, -6.676040], [4.064909, 4.820791, -6.693644], [2.593288, 5.353499, -4.791022]],
  "forces_ev_per_angstrom": [[0.01, 1.66, -1.22], [0.11, -0.10, -0.08], [0.10, 0.06, -0.01], [0.17, 0.02, 0.02], [0.09, 0.81, -0.02], [-0.15, -0.24, 0.13], [-0.63, 0.07, -0.11], [0.12, -0.18, -0.16], [0.58, -0.08, 0.31], [-0.02, -0.11, -0.17], [0.07, -0.05, -0.03], [-0.05, -0.05, -0.12], [-0.19, 0.14, 0.05], [0.26, -0.09, 0.00], [-0.48, -0.33, -0.02], [-0.04, -0.04, -0.09], [0.07, -0.12, 0.08], [0.07, 0.05, 0.05], [-0.07, 0.01, 0.01], [0.02, -0.06, -0.03], [-0.04, -0.08, -0.02], [0.38, -0.27, 0.48], [-0.51, -0.35, -0.19], [0.28, -0.01, -0.56], [-0.05, 0.65, 0.02], [-0.20, -0.13, 0.15], [-0.04, 0.10, 0.14], [0.11, 0.07, -0.07], [0.16, -0.10, -0.40], [0.28, -0.21, 0.07], [0.05, 0.32, 0.36], [0.18, -0.42, 0.60], [-0.22, -0.12, 0.11], [0.11, -0.07, -0.21], [0.05, 0.25, 0.05], [-0.19, -0.18, -0.13], [-0.01, 0.17, 0.00], [0.18, -0.07, 0.11], [-0.26, -0.03, 0.08], [0.20, -0.02, 0.17], [0.07, -0.05, -0.25], [-0.07, -0.11, -0.09], [0.09, 0.00, -0.04], [-0.04, -0.12, 0.09], [0.17, -0.08, 0.09], [-0.08, -0.08, 0.02], [0.01, 0.06, -0.29], [-0.10, 0.15, 0.09], [0.08, 0.07, 0.27], [-0.08, -0.21, 0.12], [0.14, 0.39, -0.36], [-0.33, -0.76, -0.13], [0.35, 0.55, -0.01], [-0.41, -0.99, 1.15], [0.08, -0.25, -0.41], [0.00, 0.28, 0.73], [0.15, 0.30, -0.27], [-0.11, -0.15, 0.02], [-0.04, 0.03, -0.12], [-0.08, 0.08, -0.01], [-0.06, -0.12, 0.01], [-0.01, 0.10, 0.13], [0.09, 0.01, 0.10], [-0.07, -0.11, 0.03], [0.08, -0.01, 0.00], [0.04, 0.00, -0.12], [-0.02, -0.11, 0.09], [0.02, 0.04, 0.07], [0.00, -0.11, -0.12], [-0.08, 0.01, 0.11], [0.02, 0.01, -0.12], [0.14, 0.00, -0.38], [0.08, -0.19, 0.48], [-0.30, 0.27, -0.18], [0.06, -0.02, 0.00], [-0.06, -0.08, 0.15], [0.83, -0.58, 0.07], [-0.72, 0.12, -0.08], [-0.44, 0.48, 0.38], [0.08, 0.01, -0.11], [-0.15, 0.12, 0.02], [-0.02, 0.00, -0.10], [0.05, 0.02, -0.10], [0.20, 0.50, -0.26], [-0.10, -0.18, -0.24], [0.13, -0.30, 0.24], [0.00, 0.01, -0.02], [-0.09, 0.02, -0.10], [-0.08, 0.12, -0.06], [0.01, 0.11, -0.02], [0.04, 0.04, 0.02], [-0.20, -0.05, 0.34], [0.07, -0.04, 0.04], [0.05, -0.10, 0.04], [0.03, 0.07, -0.16], [0.13, -0.01, -0.18], [-0.08, 0.04, 0.13], [-0.06, -0.05, -0.04], [-0.04, -0.02, 0.00], [-0.03, 0.02, -0.02], [0.00, 0.04, 0.05], [0.05, -0.02, 0.05], [0.02, -0.05, -0.02], [0.03, -0.02, 0.04], [0.05, 0.00, -0.04], [0.02, 0.03, -0.02], [-0.03, 0.00, -0.03]]
}

=====

[2]
{
  "formula": "C46H43Cl2N3O4PRuS2",
  "method": "ωB97M-V with the def2-TZVPD basis set",
  "e_above_lowest_kcal_mol": 0.00,
  "homo_lumo_gap_ev": [7.7940, 6.3062],
  "largest_force_ev_per_a": 0.377,
  "charge": 2,
  "lumo_ev": [-4.99, -6.51],
  "spin_multiplicity": 6,
  "species": ["Ru", "O", "S", "C", "C", "C", "C", "S", "O", "C", "C", "C", "C", "C", "C", "C", "C", "C", "C", "C", "C", "H", "H", "H", "H", "H", "H", "H", "H", "H", "H", "H", "H", "H", "H", "H", "H", "H", "H", "N", "P", "C", "C", "C", "C", "C", "C", "C", "C", "C", "C", "C", "C", "C", "C", "C", "C", "C", "N", "H", "H", "H", "H", "H", "H", "H", "H", "H", "H", "H", "H", "H", "H", "H", "Cl", "C", "C", "C", "Cl", "C", "O", "C", "C", "O", "C", "H", "H", "H", "N", "C", "C", "C", "C", "C", "C", "H", "H", "H", "H", "H", "H", "H"],
  "xyz": [[0.148497, 0.640743, -0.163550], [-1.407462, -0.226789, 1.128715], [-2.871120, -0.671145, 1.104788], [-2.949816, -1.982098, 2.350267], [-2.028156, -3.180559, 2.172861], [-0.539599, -2.877948, 2.429605], [0.389515, -3.577624, 1.434711], [1.734879, -2.464991, 0.968514], [1.004298, -1.372198, 0.200288], [2.497743, -3.456645, -0.289391], [3.438416, -4.397998, 0.105514], [4.020538, -5.202622, -0.862019], [3.673660, -5.043310, -2.198040], [2.749698, -4.077819, -2.576248], [2.149367, -3.274265, -1.618369], [-3.098182, -1.611069, -0.388798], [-2.019511, -2.177269, -1.055429], [-2.251038, -2.882534, -2.226355], [-3.544690, -3.018510, -2.716495], [-4.612854, -2.442163, -2.043176], [-4.393570, -1.724468, -0.873844], [-4.002829, -2.277309, 2.332416], [-2.774724, -1.455919, 3.292490], [-2.175693, -3.593741, 1.172965], [-2.381989, -3.950134, 2.861402], [-0.263408, -3.157265, 3.445912], [-0.384954, -1.801787, 2.357908], [-0.102824, -3.821146, 0.490908], [0.848664, -4.489060, 1.821061], [3.721097, -4.501609, 1.146794], [4.752813, -5.944861, -0.575711], [4.136914, -5.668497, -2.949197], [2.502708, -3.941603, -3.620951], [1.449161, -2.495041, -1.894870], [-1.012704, -2.056110, -0.674002], [-1.417874, -3.322993, -2.759869], [-3.721004, -3.568937, -3.630967], [-5.617614, -2.542394, -2.430533], [-5.221696, -1.253810, -0.356822], [2.277236, 2.263586, 1.967784], [0.713322, 1.662310, 2.238630], [-0.209894, 3.031950, 2.930312], [0.202721, 3.673782, 4.099704], [-0.524712, 4.745174, 4.586940], [-1.672387, 5.166360, 3.922051], [-2.099708, 4.515996, 2.774187], [-1.366822, 3.447496, 2.275172], [0.881697, 0.454481, 3.570835], [-0.184950, 0.240138, 4.445984], [-0.089738, -0.730672, 5.430387], [1.062829, -1.499925, 5.540239], [2.119731, -1.298594, 4.664643], [2.030995, -0.324309, 3.679397], [3.105054, 1.787339, 0.957518], [4.466282, 2.100897, 0.948072], [5.250068, 1.597540, -0.066203], [4.674818, 0.787227, -1.044937], [3.326847, 0.534988, -0.970104], [2.545706, 1.035882, 0.006040], [2.721020, 2.846494, 2.664595], [1.076810, 3.326664, 4.640258], [-0.206982, 5.249024, 5.489555], [-2.239822, 6.001308, 4.310638], [-3.002216, 4.837404, 2.271507], [-1.700535, 2.922993, 1.383715], [-1.076616, 0.853222, 4.378929], [-0.905943, -0.876020, 6.125958], [1.140703, -2.246995, 6.319024], [3.023130, -1.886689, 4.758710], [2.867637, -0.165982, 3.008633], [4.882993, 2.721969, 1.729556], [6.306563, 1.828358, -0.095948], [5.259088, 0.366201, -1.849572], [2.815206, -0.070058, -1.707460], [-2.475734, -0.812907, -7.057364], [-1.607060, -0.480197, -5.603165], [-0.243983, -0.777560, -5.533036], [0.467385, -0.523255, -4.382091], [2.161895, -0.869888, -4.340969], [-0.138472, 0.028550, -3.232297], [0.576218, 0.242826, -2.162026], [-1.515187, 0.339100, -3.343439], [-2.239528, 0.956836, -2.275620], [-1.808582, 1.209340, -1.144011], [-2.232441, 0.085332, -4.525046], [0.260801, -1.201302, -6.390907], [-3.282545, 1.227547, -2.485646], [-3.282976, 0.343374, -4.576351], [0.596494, 2.970641, -0.901780], [-0.331527, 3.612606, -1.794224], [-1.347288, 4.411442, -1.291414], [-2.278396, 4.959483, -2.160956], [-2.198790, 4.710731, -3.525068], [-1.165194, 3.928739, -4.021599], [-0.228660, 3.379479, -3.158164], [1.446282, 2.747294, -1.414604], [0.866867, 3.598654, -0.147916], [-1.406638, 4.616609, -0.228385], [-3.065281, 5.591272, -1.771045], [-2.925309, 5.144162, -4.198575], [-1.080265, 3.751408, -5.085848], [0.583125, 2.773645, -3.545686]],
  "forces_ev_per_angstrom": [[0.03, 0.17, 0.03], [0.01, 0.04, 0.15], [-0.01, -0.01, -0.08], [-0.07, 0.01, 0.05], [-0.01, -0.03, 0.01], [0.01, 0.04, -0.01], [0.06, -0.03, -0.01], [0.00, 0.00, -0.02], [-0.05, -0.07, -0.01], [0.01, -0.04, 0.03], [0.02, -0.03, -0.02], [0.00, 0.01, -0.01], [-0.01, 0.01, 0.02], [0.03, -0.02, -0.02], [-0.01, 0.04, 0.00], [-0.01, -0.01, 0.01], [0.00, 0.02, 0.01], [0.00, 0.01, -0.01], [0.01, 0.00, 0.01], [0.00, 0.01, 0.02], [-0.01, 0.00, -0.04], [0.01, -0.01, 0.00], [0.02, 0.00, -0.01], [0.02, 0.01, 0.00], [0.01, -0.01, -0.01], [-0.02, -0.01, 0.00], [0.00, -0.03, 0.01], [-0.01, -0.02, 0.01], [0.01, 0.01, 0.01], [-0.01, 0.00, 0.01], [0.00, 0.00, 0.00], [0.00, 0.00, -0.01], [0.00, 0.00, 0.01], [0.00, -0.01, 0.01], [0.00, 0.02, 0.00], [0.00, -0.01, -0.01], [0.01, 0.00, 0.00], [0.00, 0.00, 0.00], [0.00, 0.00, 0.01], [-0.02, 0.15, 0.04], [0.12, -0.24, -0.27], [-0.05, 0.03, -0.02], [-0.01, 0.01, 0.01], [-0.02, 0.01, 0.00], [0.01, 0.00, 0.01], [0.02, -0.01, 0.00], [-0.01, -0.04, -0.02], [-0.09, 0.03, 0.08], [0.02, 0.01, 0.02], [0.01, -0.01, -0.01], [-0.02, 0.00, 0.01], [0.01, 0.02, 0.00], [0.00, 0.00, 0.00], [-0.04, -0.02, -0.06], [-0.02, -0.01, -0.01], [-0.02, -0.02, -0.02], [0.03, 0.02, 0.01], [-0.04, -0.02, 0.01], [0.05, 0.05, 0.08], [0.04, -0.07, -0.02], [0.00, 0.01, -0.01], [0.00, 0.00, 0.00], [0.00, 0.00, 0.00], [0.00, 0.00, 0.00], [0.01, 0.03, 0.03], [0.00, 0.00, -0.01], [0.00, 0.00, 0.00], [0.00, 0.00, 0.00], [0.00, -0.01, 0.00], [0.00, 0.01, 0.00], [0.01, 0.00, 0.00], [0.00, 0.00, 0.00], [0.02, 0.01, 0.00], [0.02, 0.00, 0.00], [0.00, 0.00, 0.01], [-0.04, 0.00, -0.03], [0.08, 0.00, 0.05], [-0.01, -0.04, -0.11], [0.01, 0.00, 0.01], [0.01, 0.00, 0.05], [-0.01, -0.04, -0.13], [-0.05, -0.01, -0.01], [0.05, 0.01, 0.07], [-0.09, -0.01, 0.11], [-0.01, 0.01, 0.01], [0.00, 0.00, 0.00], [0.00, 0.03, -0.03], [0.00, 0.00, 0.00], [0.16, 0.14, -0.07], [0.00, -0.04, -0.02], [-0.02, 0.05, 0.01], [0.01, -0.01, 0.01], [0.00, 0.00, 0.00], [-0.02, 0.01, 0.01], [0.00, 0.02, 0.02], [-0.03, -0.01, 0.06], [-0.08, -0.07, 0.04], [0.01, -0.02, -0.04], [0.00, 0.00, 0.00], [0.00, 0.00, 0.00], [0.00, 0.00, 0.00], [0.00, 0.00, 0.00]]
}

=====

| no. | E (eV) |
| --- | --- |
| 1 | -352567.82858 |
| 2 | -119633.59171 |